[1]
Computed, not measured: a molecular structure, C3H4ClNO2S in a non-equilibrium geometry, with the ωB97M-V functional and the def2-TZVPD basis.

Output
ΔE to the lowest compared entry with this formula, charge and spin, kJ/mol: 262.7
Max |F|, eV Å⁻¹: 7.757
Orbital gap (spin up / spin down), eV: 7.2 / 8.0

Each line ends with the natural charge from an NBO analysis.
Geometry (Å):
Cl1 -3.4823 1.6611 0.4213  -0.249
H1 2.9236 0.7790 0.1225  0.418
O1 -0.8642 -0.9254 0.7923  -0.558
C1 0.1729 -0.3559 0.4380  0.381
S1 -3.5880 -0.3050 -0.0518  1.049
H2 1.2257 0.7856 2.0221  0.196
O2 -3.3538 -0.4984 -1.4566  -0.801
N1 2.0674 0.3052 0.0964  -0.519
C2 1.1640 -0.4165 -0.6926  -0.289
C3 1.1716 0.3198 1.1024  -0.051
H3 1.6036 -1.4311 -1.0692  0.211
H4 0.9595 0.0816 -1.7249  0.211

Atoms 1-3, force components in eV/Å:
0.1 0.6 0.1
1.1 0.3 -0.9
0.2 0.5 -0.8

=====

[2]
Computed, not measured: a molecular structure, C37H41N8O7ReS4, with the ωB97M-V functional and the def2-TZVPD basis.

Output
2S+1: 4
Charge: +1
Max |F|, eV Å⁻¹: 0.781
Orbital gap (spin up / spin down), eV: 5.8 / 4.4

Each line ends with the Mulliken spin population.
Geometry (Å):
S1 -1.3042 3.3214 3.4308  -0.003
C1 -4.5255 0.1163 -4.5697  0.010
C2 -2.5917 3.5571 2.2842  0.006
Re1 -0.9735 0.5097 -0.1781  2.485
C3 -4.8127 3.7237 -4.9086  0.001
N1 1.8005 3.8848 -0.2209  0.002
S2 1.8060 1.7679 3.5994  -0.003
H1 3.8369 4.4694 -0.2323  0.000
C4 -0.2998 1.7632 7.5967  0.000
H2 3.8803 1.9350 -1.9478  0.001
C5 1.6561 -5.4480 -3.8857  0.000
C6 0.2285 2.9556 7.0777  0.000
H3 1.2811 -0.2480 1.3262  -0.011
H4 2.7089 5.6791 -0.8867  0.000
C7 -2.3574 2.8800 1.1627  0.007
O1 3.3466 -6.9670 -5.5766  0.000
C8 2.1074 2.3895 -0.0611  0.049
C9 1.2413 -4.5911 -1.6473  0.001
H5 2.6657 -1.8625 3.0107  0.000
H6 0.2804 5.2285 -0.8045  -0.001
C10 -3.9089 -0.8001 -3.7839  0.007
H7 0.9284 -1.4565 0.1576  0.015
H8 -5.1390 -0.1766 -5.4120  0.001
H9 -3.4361 2.9301 -2.9603  0.001
C11 2.9455 4.6178 -0.8356  0.000
C12 2.8322 0.7047 -3.3506  0.039
H10 1.6876 4.2330 0.7304  0.000
H11 0.7055 3.9937 -2.0217  0.002
C13 0.6799 -2.5349 2.7007  0.000
N2 -0.1734 -3.0891 3.4936  0.000
C14 -0.1017 0.5636 6.8865  0.000
C15 -1.2915 -1.5822 2.2308  -0.022
C16 -2.9432 0.9505 -2.4003  0.064
C17 0.9785 -4.5999 -3.0277  0.000
H12 2.4475 -3.0094 1.6610  -0.001
H13 0.2319 -3.9168 -3.4147  0.000
H14 -5.3664 4.2076 -5.7049  0.000
N3 0.6384 1.6052 2.4812  0.058
C18 0.9051 2.9601 5.8777  0.000
H15 -3.7609 4.0078 -4.9720  0.000
H16 1.3210 3.8810 5.4797  0.000
H17 -2.2270 -3.4551 -1.3377  -0.003
O2 -4.9747 2.3198 -5.1131  0.001
O3 4.0037 -8.2612 -3.9173  0.000
N4 0.5430 -0.7943 0.8892  -0.047
C19 0.6617 0.8710 -1.5306  0.090
N5 -1.0159 1.7686 8.7614  0.000
C20 0.5394 4.1843 -0.9655  0.024
H18 -0.3322 -0.3695 -2.9874  0.033
S3 0.3921 -3.4929 -0.5715  0.002
O4 2.5664 0.5520 3.4458  0.000
H19 -5.2218 4.0280 -3.9440  0.000
C21 2.8794 -6.3432 -2.0382  0.000
C22 -2.3933 -1.4516 -1.9666  0.025
O5 -1.4546 -1.1996 -1.1538  0.030
H20 -0.2563 3.5421 -0.6141  -0.007
H21 -2.2287 -3.2528 -3.0840  0.002
C23 -2.6855 -2.9014 -2.1550  0.008
C24 3.3348 -7.1853 -4.3959  0.000
H22 -1.2273 0.9002 9.2168  0.000
C25 -3.5759 1.8879 -3.2163  0.016
H23 1.4591 -5.4412 -4.9515  0.000
H24 -1.0284 2.5933 9.3328  0.000
H25 -0.4767 -0.3708 7.2936  0.000
C26 2.6151 -6.3328 -3.4038  0.000
H26 3.1036 4.2314 -1.8384  0.000
C27 -3.0820 -0.4322 -2.6907  -0.011
H27 -2.9991 2.8490 0.2959  0.005
N6 -1.3733 -2.4982 3.1753  0.006
H28 1.5256 -0.5213 -4.5316  0.000
C28 -4.3507 1.4863 -4.2907  -0.001
H29 3.6391 -6.9981 -1.6183  0.000
C29 2.2073 -5.4896 -1.1745  0.000
H30 -2.2152 -2.7814 3.6448  0.000
C30 1.8744 1.5563 -1.2885  -0.043
C31 1.0772 1.7684 5.1785  0.002
S4 -2.5172 -0.5856 1.6100  0.028
H31 0.1030 3.8799 7.6331  0.000
C32 2.9384 1.4485 -2.1856  -0.026
C33 0.5793 0.5668 5.6908  0.000
C34 2.1432 -2.7607 2.6778  0.001
N7 -1.1519 2.1502 1.1369  -0.043
H32 0.7642 -0.3616 5.1590  0.000
H33 3.1501 2.3462 0.2423  0.004
H34 1.5078 2.0426 0.7701  0.003
H35 2.4246 -5.5100 -0.1140  0.000
O6 2.4677 3.0306 3.3955  0.003
H36 -3.4405 4.1842 2.5191  0.001
C35 1.6346 0.0679 -3.6287  -0.026
H37 3.6755 0.6186 -4.0242  0.002
H38 -4.0376 -1.8486 -4.0178  0.001
O7 -2.2692 1.4505 -1.3540  0.064
N8 0.0047 -1.6047 1.9009  0.049
H39 -3.7579 -3.0859 -2.2033  0.002
C36 -0.4753 2.2550 2.3222  0.012
H40 3.8391 -8.3692 -2.9769  0.000
H41 2.3797 -3.5883 3.3399  0.000
C37 0.5791 0.1537 -2.7324  0.084

Atoms 1-3, force components in eV/Å:
0.1 0.0 0.1
-0.1 0.0 -0.2
0.1 0.2 0.3